{
  "formula": "C13H29O9",
  "method": "ωB97M-V/def2-TZVPD",
  "species": ["O", "C", "O", "O", "H", "C", "O", "C", "C", "O", "C", "C", "O", "C", "H", "H", "H", "H", "H", "H", "H", "H", "H", "H", "H", "H", "H", "H", "C", "O", "C", "C", "O", "C", "C", "O", "C", "H", "H", "H", "H", "H", "H", "H", "H", "H", "H", "H", "H", "H", "H"],
  "coordinates": [[4.674212, -0.091842, 1.275297], [4.876171, 0.281974, 2.539464], [6.083572, 0.355403, 2.835156], [3.997688, 0.811897, 3.242670], [5.622018, -0.244250, 1.270889], [2.056500, -4.863953, -6.852340], [3.050286, -5.059950, -5.776272], [2.405799, -5.089933, -4.485756], [1.823152, -3.776952, -3.932438], [2.835115, -2.801037, -4.256614], [2.474161, -1.511654, -3.779318], [3.501193, -0.475274, -4.123891], [3.134393, 0.928265, -4.225271], [4.204789, 1.872044, -4.262391], [1.259767, -4.122252, -6.795587], [1.537948, -5.724402, -7.275212], [2.477729, -4.569753, -7.813648], [3.190844, -5.521073, -3.864523], [1.638626, -5.862960, -4.530203], [1.727232, -3.849679, -2.849106], [0.870111, -3.442910, -4.342600], [2.375424, -1.438998, -2.696228], [1.539982, -1.093731, -4.154461], [4.046898, -0.777841, -5.017620], [4.329935, -0.717297, -3.458516], [4.761801, 1.658832, -3.350038], [4.001465, 2.942168, -4.222551], [4.834230, 1.531572, -5.084577], [-4.254038, 0.916324, 8.063553], [-4.298295, 1.087375, 6.608982], [-5.224149, 2.145415, 6.252804], [-5.413074, 2.005844, 4.740958], [-4.299725, 2.472409, 4.051498], [-4.511506, 2.495593, 2.715524], [-3.267781, 3.080557, 1.941153], [-2.128971, 2.174782, 2.053938], [-1.144741, 2.661132, 1.156235], [-3.946653, 1.848590, 8.537370], [-3.542853, 0.124180, 8.297690], [-5.198390, 0.735788, 8.577065], [-4.983627, 3.142895, 6.620624], [-6.223005, 2.019236, 6.670501], [-6.293608, 2.592410, 4.478850], [-5.553948, 0.955389, 4.486407], [-5.370208, 3.064494, 2.359068], [-4.545979, 1.498448, 2.276640], [-3.063886, 4.047159, 2.401829], [-3.518611, 3.258823, 0.895495], [-1.540813, 2.669379, 0.140766], [-0.258667, 2.027679, 1.197552], [-0.748509, 3.629686, 1.461184]],
  "forces_ev_per_angstrom": [[-1.009, -1.226, -1.325], [-0.977, 4.317, 3.478], [2.234, -1.273, 0.177], [-1.403, -1.123, -0.484], [1.155, -0.690, -1.889], [0.575, -0.017, -0.996], [-2.660, 0.911, -1.419], [0.023, -0.834, -0.565], [1.941, 0.348, -0.718], [-0.811, 0.882, 0.514], [-0.999, 1.424, 0.329], [3.000, 0.417, -0.929], [-1.758, -0.806, 0.411], [1.122, -2.507, 0.975], [0.188, 0.333, 1.328], [-0.014, -1.073, 1.205], [1.314, 0.415, 0.419], [-0.033, 0.529, 0.375], [-0.400, -0.013, 0.134], [-0.114, -0.163, 0.152], [-0.133, -0.281, -0.256], [-0.121, -0.706, 0.297], [-0.588, -0.653, -0.482], [-0.577, 0.047, -0.990], [0.175, 1.073, 0.967], [0.510, 0.303, 0.139], [-0.948, -0.393, -0.518], [0.314, 0.772, -0.345], [0.422, 0.683, -0.865], [-1.244, 0.841, 2.118], [0.109, -1.495, -0.846], [0.144, 0.507, 1.062], [0.442, 0.776, 1.164], [2.232, -0.064, -3.375], [-0.299, -1.003, 1.776], [-1.300, 1.440, -0.530], [0.737, -0.533, 0.408], [0.560, 0.169, -0.108], [-0.088, 0.111, -0.177], [-0.520, -0.525, -0.639], [0.903, 0.110, -0.326], [-0.212, -0.739, 0.348], [-0.321, 0.044, -0.284], [-0.341, -0.192, 0.164], [-0.436, 0.196, 0.358], [-0.596, -0.551, 0.195], [0.484, 0.187, 0.014], [-0.131, -0.214, -0.163], [0.092, 0.207, -0.175], [-0.263, -0.389, -0.002], [-0.378, 0.420, -0.100]],
  "e_above_lowest_ev": 0.1302,
  "lumo_energy_ev": 2.379,
  "homo_ev": -3.60,
  "multiplicity": 1,
  "charge": -1
}